Molecular formula: C3H8N2O2
Method: DFT, ωB97M-V/def2-TZVPD

The electronic energy comes out at -10306.064 eV. The value obtained for the HOMO energy (alpha / beta) is -13.161 / -13.161 eV. The energy above the lowest of the compared OMol25 structures with the same formula, charge and spin comes out at 46.3 kcal per mole. The total charge is +1. The HOMO-LUMO gap (alpha / beta) comes out at 8.649 / 4.281 eV. Its multiplicity is 2. The calculation puts the LUMO energy (alpha / beta) at -4.5 / -8.9 eV.

```
15
Properties=species:S:1:pos:R:3:mulliken_charge:R:1
C -1.84987 2.21667 -0.88018 -0.12
C -1.95459 1.82868 0.45831 0.01
N -3.07031 0.97941 0.64913 -0.36
C -3.74381 1.00335 -0.49836 0.01
N -3.09647 1.77852 -1.38726 -0.03
H -1.14104 2.82166 -1.33785 0.43
H -1.36696 2.05350 1.31001 0.43
H -4.62332 0.42806 -0.54914 0.42
H -3.43218 2.07189 -2.26924 0.22
H 5.25839 -1.41145 3.61471 0.31
H 5.42091 -0.17667 4.38497 0.33
O 4.81453 -0.61181 3.70321 -0.64
H 3.67063 -4.38022 -2.56950 0.31
H 2.23067 -4.66584 -2.24248 0.33
O 2.88341 -3.93573 -2.38633 -0.64
```

***

Molecular formula: C3H8N2O2S2
Method: DFT, ωB97M-V/def2-TZVPD

The electronic energy comes out at -31983.863 eV. The value obtained for the HOMO energy is -8.609 eV. The energy above the lowest of the compared OMol25 structures with the same formula, charge and spin comes out at 24.2 kcal per mole. The total charge is 0. The HOMO-LUMO gap comes out at 7.551 eV. The calculation puts the LUMO energy at -1.1 eV.

```
17
Properties=species:S:1:pos:R:3:mulliken_charge:R:1
C -0.32250 0.21079 0.34379 0.66
C -2.44464 0.42317 -0.73007 -0.95
C -0.73703 -2.04812 1.94409 -0.65
N -1.54730 -0.13516 0.18009 -0.42
N 3.06022 1.38828 -0.77126 -0.41
O 4.17665 1.19382 -2.94979 -0.45
O 0.33882 1.25925 -0.18289 -0.49
S 0.73118 -0.94905 1.40996 -0.17
S 3.01629 1.64607 -2.24391 0.57
H -3.37633 0.69429 -0.19557 0.30
H -2.84199 -0.48401 -1.16405 0.33
H -2.11506 1.23956 -1.37005 0.30
H -0.26811 -3.08374 2.11511 0.31
H -1.37119 -1.94516 0.95375 0.20
H -1.30823 -1.70434 2.81514 0.26
H 3.66610 0.90722 -0.19282 0.24
H 1.34311 1.38712 0.03848 0.37
```

***

Molecular formula: C3H8N2O4S
Method: DFT, ωB97M-V/def2-TZVPD

The electronic energy comes out at -25245.058 eV. The value obtained for the HOMO energy is -9.861 eV. Its SMILES is CNC(=O)[C@H](N)S(=O)(=O)O. The energy above the lowest of the compared OMol25 structures with the same formula, charge and spin comes out at 18.7 kcal per mole. The total charge is 0. The HOMO-LUMO gap comes out at 10.202 eV. The calculation puts the LUMO energy at 0.3 eV.

```
18
Properties=species:S:1:pos:R:3:mulliken_charge:R:1
C 0.03141 -1.70514 1.96729 -0.86
N 0.23585 -0.71533 0.93975 -0.13
C -0.65935 0.15482 0.55053 0.64
O -1.83487 0.19637 0.87910 -0.67
C -0.08777 1.17801 -0.58650 -0.14
N -1.26609 1.87143 -0.98555 -0.61
S 0.61154 0.05969 -1.94652 1.10
O 1.82560 -0.65569 -1.69773 -0.71
O -0.49238 -0.59270 -2.54549 -0.57
O 1.14820 1.27340 -2.87954 -0.49
H 0.96658 -1.96597 2.47763 0.32
H -0.80695 -1.25952 2.68574 0.26
H -0.52692 -2.56994 1.53801 0.31
H 1.14219 -0.89872 0.39078 0.27
H 0.84606 1.86913 -0.44201 0.27
H -1.32691 1.75165 -2.02283 0.27
H -2.11871 1.45787 -0.48755 0.38
H 2.12433 1.23053 -2.75423 0.37
```

***

Molecular formula: C3H8N2O4S
Method: DFT, ωB97M-V/def2-TZVPD

The electronic energy comes out at -25240.903 eV. The value obtained for the HOMO energy is -10.558 eV. Its SMILES is CCS(=O)(=O)N(C)[N+](=O)[O-]. The energy above the lowest of the compared OMol25 structures with the same formula, charge and spin comes out at 114.5 kcal per mole. The total charge is 0. The HOMO-LUMO gap comes out at 11.018 eV. The calculation puts the LUMO energy at 0.5 eV.

```
18
Properties=species:S:1:pos:R:3:mulliken_charge:R:1
C -0.88750 -0.77473 -1.97576 -1.13
C -0.76880 -0.14490 -0.63152 -0.31
S 0.61279 -0.72546 0.31211 1.26
O 1.64201 -1.56987 -0.14592 -0.63
O 0.13796 -1.01280 1.60059 -0.66
N 1.56859 0.78749 0.46472 -0.05
C 1.93919 1.31122 1.67260 -0.81
N 2.10743 1.17951 -0.69928 0.99
O 2.91968 2.07390 -0.74722 -0.68
O 1.80911 0.52306 -1.67385 -0.61
H -0.21875 -0.35047 -2.62603 0.37
H -0.82384 -1.89813 -1.90622 0.32
H -1.94831 -0.59316 -2.37469 0.33
H -1.56045 -0.58541 0.00534 0.44
H -0.85318 0.96958 -0.71123 0.30
H 2.83616 0.85052 2.19320 0.29
H 2.28031 2.37774 1.58888 0.30
H 1.00732 1.20362 2.29533 0.30
```

***

Molecular formula: C3H8N2OS
Method: DFT, ωB97M-V/def2-TZVPD

The electronic energy comes out at -19099.604 eV. The value obtained for the HOMO energy is -8.468 eV. Its SMILES is CO/N=C\NSC. The energy above the lowest of the compared OMol25 structures with the same formula, charge and spin comes out at 113.0 kcal per mole. The total charge is 0. The HOMO-LUMO gap comes out at 9.258 eV. The calculation puts the LUMO energy at 0.8 eV.

```
15
Properties=species:S:1:pos:R:3:mulliken_charge:R:1
C 0.02416 1.37218 -1.96778 -0.61
O 0.29840 0.71789 -0.74748 -0.05
N 1.40576 1.25011 -0.07058 -0.47
C 1.72644 0.35836 0.89149 0.02
N 0.78724 -0.52739 1.60330 -0.34
S 0.07277 -1.72100 0.44860 -0.01
C -1.65813 -1.38133 0.60526 -0.81
H -1.00851 1.06999 -2.24588 0.20
H 0.69548 1.09273 -2.71385 0.27
H -0.01144 2.41089 -1.63907 0.29
H 2.63030 0.55048 1.52826 0.32
H 1.29392 -0.91204 2.45276 0.27
H -2.08411 -2.10131 -0.00504 0.34
H -2.23543 -1.73239 1.59087 0.28
H -1.93686 -0.44716 0.26914 0.28
```

***

Molecular formula: C3H8N2OS
Method: DFT, ωB97M-V/def2-TZVPD

The electronic energy comes out at -19099.317 eV. The value obtained for the HOMO energy (alpha / beta) is -8.238 / -7.891 eV. The energy above the lowest of the compared OMol25 structures with the same formula, charge and spin comes out at 119.6 kcal per mole. The total charge is 0. The HOMO-LUMO gap (alpha / beta) comes out at 8.253 / 8.093 eV. The calculation puts the LUMO energy (alpha / beta) at 0.0 / 0.2 eV.

```
15
Properties=species:S:1:pos:R:3:mulliken_charge:R:1
C 1.32570 -0.24770 -0.31169 -0.22
C 2.17315 -0.80676 0.73750 -0.93
C 0.07567 0.48511 0.15286 -0.72
N -2.46918 0.38923 0.76713 -0.28
N -3.34317 0.47358 -0.24023 -0.26
O -1.57895 -1.44476 -0.71333 -0.66
S -1.30314 -0.75708 0.55600 0.54
H 1.89836 0.51275 -0.86662 0.28
H 1.04866 -1.01594 -1.03857 0.28
H 2.67549 -1.74182 0.60035 0.33
H 2.26539 -0.30328 1.68597 0.33
H 0.22466 1.03717 1.07647 0.44
H -0.32319 1.14110 -0.61807 0.37
H -4.27741 0.74784 0.03482 0.25
H -3.25324 -0.27731 -0.93336 0.27
```

***

no.,maximum force (eV/A)
1,4.92
2,4.17
3,4.11
4,4.12
5,4.40
6,1.38